[1]
{"formula": "C32H23F5IrN4S3Se", "method": "ωB97M-V/def2-TZVPD", "species": ["Ir", "C", "S", "C", "S", "N", "N", "C", "C", "C", "C", "C", "C", "N", "H", "H", "H", "H", "H", "H", "H", "H", "C", "C", "C", "C", "C", "C", "Se", "C", "C", "C", "H", "H", "H", "H", "H", "H", "H", "H", "H", "H", "H", "N", "C", "C", "C", "C", "C", "C", "C", "C", "C", "H", "H", "H", "H", "F", "C", "C", "F", "C", "F", "C", "S", "C", "F", "C", "F"], "xyz": [[1.16307, 0.12955, -1.13172], [4.70675, 1.19440, -5.35093], [2.93983, 1.51498, -5.23474], [2.56622, 0.86485, -3.66145], [0.86382, 0.94823, -3.25394], [3.53732, 0.37088, -2.95628], [3.07978, -0.10642, -1.74847], [3.83917, -0.81272, -0.99486], [3.23921, -1.31673, 0.24886], [3.87465, -2.26723, 1.00673], [3.18193, -2.80350, 2.10168], [1.88766, -2.36914, 2.36078], [1.30795, -1.42529, 1.50732], [1.96674, -0.92102, 0.48990], [5.01379, 1.57441, -6.32429], [4.90978, 0.12857, -5.28700], [5.24154, 1.71471, -4.56111], [4.84538, -1.07015, -1.30674], [4.87172, -2.59500, 0.74637], [3.64223, -3.56853, 2.71334], [1.28427, -2.78293, 3.15525], [0.28574, -1.09983, 1.60744], [-3.44917, 5.31221, 0.67212], [-2.13697, 4.59164, 0.51645], [-1.70782, 3.67836, 1.46515], [-0.52452, 2.95886, 1.31610], [-0.18173, 1.95423, 2.38007], [0.25245, 3.17327, 0.17022], [1.88260, 2.18853, -0.09581], [-0.13684, 4.12926, -0.78122], [0.69310, 4.43675, -1.99717], [-1.33102, 4.81422, -0.59272], [-3.95368, 5.01549, 1.59148], [-4.11645, 5.09013, -0.16484], [-3.31023, 6.39491, 0.69510], [-2.32043, 3.49206, 2.34154], [-0.62135, 2.25454, 3.33232], [0.89366, 1.83903, 2.50138], [-0.59476, 0.98141, 2.10581], [0.84292, 3.54867, -2.60972], [1.68326, 4.79744, -1.71490], [0.20277, 5.20154, -2.60097], [-1.64194, 5.53909, -1.33884], [-8.39812, -0.01076, 1.77973], [-7.30136, 0.00088, 1.43159], [-5.93235, 0.02692, 0.99870], [-5.38840, 1.20951, 0.49538], [-4.07291, 1.23662, 0.07736], [-3.27186, 0.08890, 0.16190], [-3.82894, -1.09319, 0.66464], [-5.14714, -1.12336, 1.07722], [-1.90791, 0.14036, -0.25054], [-0.73497, 0.14046, -0.57013], [-6.00310, 2.09817, 0.43267], [-3.63945, 2.14489, -0.31652], [-3.21185, -1.98090, 0.72567], [-5.57345, -2.03844, 1.46622], [3.43056, -7.40596, 0.63901], [2.39832, -6.54909, 0.74767], [2.30948, -5.43975, -0.07090], [3.27900, -5.20552, -0.97537], [1.24548, -4.56775, 0.05228], [1.25323, -3.50146, -0.77011], [0.21120, -4.72424, 0.98877], [-1.05475, -3.56734, 1.17727], [0.35003, -5.86493, 1.79537], [-0.56118, -6.12857, 2.74347], [1.40317, -6.75376, 1.68612], [1.47489, -7.82539, 2.49483]], "nbo_charge": [0.608, -0.745, 0.315, -0.066, -0.059, -0.414, -0.254, 0.082, 0.135, -0.217, -0.163, -0.219, 0.115, -0.435, 0.222, 0.230, 0.231, 0.206, 0.226, 0.225, 0.251, 0.262, -0.628, -0.004, -0.235, 0.025, -0.648, -0.253, 0.101, 0.106, -0.660, -0.262, 0.213, 0.215, 0.213, 0.202, 0.207, 0.230, 0.238, 0.244, 0.219, 0.200, 0.196, -0.355, 0.301, -0.219, -0.158, -0.221, 0.018, -0.211, -0.147, -0.217, -0.227, 0.216, 0.227, 0.255, 0.223, -0.309, 0.212, 0.290, -0.318, 0.273, -0.322, -0.257, -0.444, 0.289, -0.306, 0.257, -0.308], "homo_energy_ev": -4.4, "charge": -1, "de_lowest_kj_mol": 56.25}

[2]
{"formula": "C46H43KN8O2S", "method": "ωB97M-V/def2-TZVPD", "species": ["K", "C", "C", "C", "C", "C", "C", "C", "C", "N", "C", "O", "C", "C", "C", "C", "C", "N", "C", "O", "N", "C", "C", "C", "C", "C", "C", "C", "C", "H", "H", "H", "H", "H", "H", "H", "H", "H", "H", "H", "H", "H", "H", "H", "H", "H", "H", "H", "H", "H", "C", "C", "C", "C", "C", "C", "N", "N", "C", "C", "C", "C", "C", "C", "H", "H", "H", "H", "H", "H", "H", "H", "H", "C", "N", "C", "C", "N", "C", "S", "H", "H", "H", "H", "H", "H", "H", "H", "N", "C", "C", "C", "C", "C", "C", "C", "H", "H", "H", "H", "H"], "xyz": [[-0.09491, 1.23896, -0.57140], [0.93524, 1.43590, -4.99038], [2.19774, 1.83906, -4.29303], [3.43575, 1.51176, -4.81619], [4.61077, 1.87044, -4.17801], [4.54436, 2.55297, -2.97126], [3.32674, 2.89271, -2.41960], [3.21665, 3.58720, -1.09362], [2.12459, 2.54935, -3.07785], [0.96574, 2.82397, -2.42322], [0.03150, 3.65757, -2.79873], [-0.01502, 4.40376, -3.79480], [-1.07612, 3.72128, -1.77721], [-2.39166, 3.96386, -2.15858], [-3.35243, 4.06883, -1.16927], [-2.97659, 3.90012, 0.15064], [-1.64155, 3.62456, 0.43569], [-0.71846, 3.57246, -0.50930], [-1.22048, 3.36293, 1.85890], [-1.57003, 4.16241, 2.74881], [-0.48695, 2.27941, 1.96646], [-0.19013, 1.65869, 3.13892], [-1.17742, 1.25809, 4.06939], [-2.60901, 1.63426, 3.84209], [-0.81787, 0.51781, 5.18171], [0.49900, 0.16020, 5.41959], [1.47292, 0.55718, 4.51813], [1.15035, 1.28753, 3.38961], [2.21495, 1.71884, 2.42605], [1.09452, 0.54570, -5.59857], [0.58338, 2.24725, -5.63018], [0.15275, 1.23438, -4.25962], [3.48332, 0.96355, -5.75190], [5.57196, 1.60854, -4.60570], [5.45990, 2.81835, -2.44968], [4.19517, 3.87692, -0.70277], [2.71850, 2.92245, -0.38457], [2.58320, 4.46957, -1.18458], [-2.63011, 4.06772, -3.20823], [-4.38655, 4.27624, -1.42811], [-3.68992, 3.96940, 0.96044], [-2.92854, 1.29941, 2.85365], [-2.70270, 2.72144, 3.86246], [-3.25863, 1.19848, 4.60265], [-1.58891, 0.21848, 5.88538], [0.76326, -0.41210, 6.30463], [2.51183, 0.29601, 4.70451], [3.20412, 1.66895, 2.88628], [2.01282, 2.73644, 2.10034], [2.20256, 1.07663, 1.54032], [-5.44354, 1.18551, -2.87595], [-4.86018, 1.18688, -1.61590], [-3.58593, 0.69390, -1.44257], [-2.86407, 0.15814, -2.51705], [-3.46871, 0.15284, -3.78699], [-4.73734, 0.67088, -3.95434], [-1.62839, -0.35130, -2.21521], [-1.03735, -1.03114, -3.13380], [0.20091, -1.49301, -2.85773], [0.59525, -2.68266, -3.50652], [1.91341, -3.08388, -3.50630], [2.86324, -2.36882, -2.79087], [2.43374, -1.29946, -1.98910], [1.15542, -0.80064, -2.07350], [-6.43808, 1.59349, -3.01844], [-5.40836, 1.57370, -0.76583], [-3.12082, 0.68693, -0.47307], [-2.91827, -0.25258, -4.62393], [-5.19607, 0.67308, -4.93842], [-0.16130, -3.29340, -3.98377], [2.21038, -3.96570, -4.06686], [3.91968, -2.61775, -2.87834], [3.16420, -0.79436, -1.36152], [2.62506, -3.17996, 3.69571], [2.87834, -3.59464, 2.34900], [4.10053, -4.25865, 1.96696], [4.00595, -4.32172, 0.42966], [2.73674, -3.69016, 0.14210], [2.15956, -3.19100, 1.26622], [0.76631, -2.32937, 1.31536], [2.32906, -4.02805, 4.32390], [1.81911, -2.44513, 3.67874], [3.51872, -2.71824, 4.12419], [4.15395, -5.25639, 2.42084], [4.97579, -3.68603, 2.30562], [3.99992, -5.35919, 0.07013], [4.83773, -3.79524, -0.05323], [2.58035, -3.21008, -0.74367], [-2.19584, -0.56772, 1.17697], [-2.45392, -1.47022, 1.83635], [-2.83661, -2.59102, 2.60053], [-4.18940, -2.94840, 2.66920], [-4.56676, -4.08400, 3.35348], [-3.60963, -4.87625, 3.97449], [-2.26942, -4.50882, 3.92895], [-1.87873, -3.37142, 3.25587], [-4.92454, -2.32930, 2.17524], [-5.61174, -4.36458, 3.40058], [-3.90774, -5.77843, 4.49140], [-1.52770, -5.12575, 4.41945], [-0.84252, -3.07683, 3.20169]], "nbo_charge": [0.849, -0.633, -0.053, -0.214, -0.273, -0.237, -0.060, -0.611, 0.275, -0.703, 0.581, -0.750, 0.143, -0.247, -0.182, -0.261, 0.150, -0.447, 0.603, -0.741, -0.686, 0.166, -0.049, -0.652, -0.222, -0.286, -0.249, 0.045, -0.644, 0.195, 0.218, 0.229, 0.183, 0.181, 0.181, 0.181, 0.222, 0.224, 0.228, 0.196, 0.216, 0.220, 0.258, 0.182, 0.183, 0.183, 0.181, 0.188, 0.234, 0.218, -0.239, -0.234, -0.145, 0.085, -0.221, -0.214, -0.230, -0.148, -0.022, -0.194, -0.293, -0.289, -0.245, -0.311, 0.194, 0.205, 0.243, 0.229, 0.194, 0.185, 0.187, 0.184, 0.174, -0.416, -0.432, -0.207, -0.220, -0.621, 0.284, -0.216, 0.176, 0.267, 0.186, 0.178, 0.181, 0.183, 0.195, 0.459, -0.284, 0.273, -0.096, -0.185, -0.218, -0.208, -0.221, -0.160, 0.223, 0.205, 0.201, 0.209, 0.259], "homo_energy_ev": -1.5, "charge": -2, "de_lowest_kj_mol": 94.83}

no.,electronic energy (eV)
1,-153797.379
2,-91576.710